C20H22N2O3S | the ωB97M-V functional and the def2-TZVPD basis

Output
**Orbital gap**: 8.17 eV
**Electronic energy**: -41056.094 eV
**SMILES string**: C[C@@H](CCc1ccco1)NC(=O)CSc1cc(=O)n(C)c2ccccc12
**Total charge**: 0
**ΔE to the lowest compared entry with this formula, charge and spin**: 0.251 eV

Geometry as XYZ:
```
48
Properties=species:S:1:pos:R:3:mulliken_charge:R:1
S 1.8322 -2.7370 0.9444 -0.24
O 3.7341 -0.1299 1.9555 -0.65
O 0.3210 -0.6627 -3.4454 -0.75
O -2.1647 2.0295 0.0891 -0.42
N 2.9740 0.3560 -0.1109 -0.11
N -1.2831 -0.9556 -1.8571 0.15
C 0.2413 1.6916 -0.0686 0.44
C 3.4094 -1.9596 0.4445 -0.71
C -1.3350 1.1228 1.9390 -0.45
C -0.7138 -1.9653 0.2654 0.91
C 3.3953 -0.4903 0.8497 0.51
C 2.7928 1.7758 0.1435 -0.17
C -1.1181 -2.3923 1.5339 -0.96
C -3.3695 -1.7581 1.0556 -0.81
C -1.6654 -1.4077 -0.6182 0.12
C -2.2360 -0.2909 -2.7208 -1.33
C -2.7335 1.2825 2.1025 -0.58
C -1.0363 1.5973 0.6965 0.28
C 0.0116 -1.0839 -2.3404 0.37
C -3.1838 1.8362 0.9481 -0.73
C 0.6463 -2.0797 -0.1860 1.48
C 0.9602 -1.7068 -1.4487 -1.29
C -2.9976 -1.3194 -0.1941 -0.52
C 2.9719 2.5442 -1.1582 -1.67
C 1.4370 2.0308 0.8228 -0.83
C -2.4294 -2.2936 1.9297 -0.89
H -0.6559 0.7075 2.6542 0.55
H 3.5753 2.0596 0.8571 0.55
H 0.1128 2.4456 -0.8474 0.33
H -1.6924 0.0120 -3.6156 0.37
H 3.9825 2.4116 -1.5372 0.43
H 2.6463 0.0083 -0.9984 0.37
H 2.8025 3.6040 -0.9911 0.40
H -2.6430 0.5922 -2.2269 0.39
H 2.2725 2.1937 -1.9140 0.37
H -0.3751 -2.8078 2.1972 0.38
H -3.7477 -0.9055 -0.8464 0.49
H 1.4050 1.4142 1.7216 0.38
H -3.3136 1.0195 2.9627 0.54
H 4.1539 -2.4839 1.0427 0.45
H 3.5996 -2.1239 -0.6134 0.40
H -2.7285 -2.6278 2.9106 0.42
H -4.1607 2.1342 0.6233 0.50
H 1.9413 -1.8500 -1.8747 0.68
H 0.4261 0.7337 -0.5620 -0.34
H -3.0430 -0.9669 -3.0057 0.40
H -4.4026 -1.6791 1.3583 0.41
H 1.3836 3.0748 1.1330 0.38
```

***

C20H22N4O2S | the ωB97M-V functional and the def2-TZVPD basis

Output
**Orbital gap**: 8.01 eV
**Electronic energy**: -41986.949 eV
**SMILES string**: CNC(=S)N/N=C/c1cn(CCOc2ccccc2OC)c2ccccc12
**Total charge**: 0
**ΔE to the lowest compared entry with this formula, charge and spin**: 1.520 eV

Geometry as XYZ:
```
49
Properties=species:S:1:pos:R:3:mulliken_charge:R:1
S 5.9680 -1.1087 -0.5746 -0.48
O -1.6560 -3.2598 -0.2492 -0.39
O -3.4325 -1.4393 0.2804 -0.48
N 4.4698 0.8767 0.3799 -0.05
N 3.4506 -0.6258 -1.0103 -0.35
N 2.2966 0.0511 -0.8907 0.09
N -2.2480 0.5487 -1.4624 0.29
C -2.3850 2.7586 -0.2871 -0.95
C -0.2214 3.5860 0.4103 -0.85
C 1.2476 -0.4009 -1.4627 -0.90
C -0.3359 1.4962 -0.7230 1.18
C -1.6084 3.7204 0.3241 -0.68
C -1.2184 -0.2811 -1.7756 -0.76
C 0.0124 -2.1876 1.1703 -0.70
C 0.3432 -1.1155 1.9855 -0.65
C -1.8546 -0.2117 1.6923 -0.13
C -2.1947 -1.2612 0.8578 0.63
C 0.4247 2.4868 -0.1113 -0.04
C -1.2454 -2.2716 0.5966 0.78
C -3.6346 0.1848 -1.5326 -1.02
C -1.7392 1.6443 -0.8076 -0.22
C -0.0198 0.2444 -1.3498 0.84
C 5.5455 1.4754 1.1170 -0.91
C -0.7723 -4.3202 -0.5123 -0.93
C -4.1481 -0.3134 -0.1638 -0.35
C -0.5863 -0.1332 2.2477 -0.92
C 4.5861 -0.2241 -0.3742 0.31
H 5.7348 2.4925 0.7666 0.29
H 3.5098 -1.4771 -1.5694 0.23
H -3.7416 -0.6178 -2.2657 0.40
H -3.4567 2.8750 -0.3579 0.37
H -1.4052 -1.2129 -2.2757 0.43
H -0.4991 -4.8557 0.4023 0.37
H 6.4386 0.8713 0.9610 0.31
H -1.3112 -4.9951 -1.1758 0.26
H -2.0806 4.5971 0.7422 0.41
H 1.3339 -1.0593 2.4090 0.43
H 1.2743 -1.3306 -2.0457 0.28
H 1.4962 2.3838 -0.0585 0.31
H 0.3493 4.3655 0.8934 0.43
H 0.7535 -2.9467 0.9773 0.41
H -4.2322 1.0445 -1.8496 0.44
H -5.1831 -0.6488 -0.2711 0.41
H -0.3380 0.7033 2.8818 0.41
H 3.5481 1.2923 0.4092 0.15
H 0.1385 -3.9729 -1.0126 0.33
H 5.3128 1.5038 2.1835 0.29
H -4.1156 0.5052 0.5621 0.30
H -2.5705 0.5633 1.9188 0.36
```

***

C20H22N4O3 | the ωB97M-V functional and the def2-TZVPD basis

Output
**Orbital gap**: 8.34 eV
**Electronic energy**: -33197.896 eV
**SMILES string**: C=CCN(CC=C)c1nc2ccccc2nc1[C@@H](C#N)C(=O)OCCOC
**Total charge**: 0
**ΔE to the lowest compared entry with this formula, charge and spin**: 4.910 eV

Geometry as XYZ:
```
49
Properties=species:S:1:pos:R:3:mulliken_charge:R:1
O -4.6661 2.1665 -1.1637 -0.40
O -2.1484 0.2031 1.7900 -0.62
O -1.2964 1.3780 0.0702 -0.21
N -0.0553 3.8031 2.3089 -0.57
N 2.1394 -0.4900 -0.5896 -0.42
N 0.2171 -1.2727 0.4384 0.73
N 2.2255 1.6793 1.1343 -0.52
C 3.1520 0.3973 -0.6620 0.08
C -0.4879 -1.3984 -1.8879 0.04
C -2.4758 1.1690 -0.6987 -0.48
C 0.0616 -2.1546 -0.7185 -0.75
C -1.2700 0.8498 1.2877 0.36
C 5.2103 1.1205 -1.6581 -0.54
C 0.0084 2.6716 2.1724 -0.25
C 0.0332 1.2342 1.9992 0.62
C 4.3430 2.3356 0.2345 -0.79
C 4.1501 0.2543 -1.6428 -0.52
C -1.5999 -1.7255 -2.5182 -0.96
C -0.0175 -1.9401 1.7118 -0.63
C 3.2430 1.4634 0.2703 0.16
C 0.8658 -3.1444 1.8785 -0.16
C 1.2298 -0.3443 0.3485 0.40
C 0.4236 -4.3576 2.1465 -0.88
C 1.2398 0.8353 1.1688 0.08
C 5.3113 2.1575 -0.7173 -0.47
C -3.5845 2.1474 -0.2729 -0.54
C -5.4959 1.0288 -1.1066 -0.65
H 1.0896 -5.1944 2.2676 0.29
H 0.1933 -1.2471 2.5272 0.27
H 1.9239 -2.9522 1.7525 0.29
H 0.0985 -0.5453 -2.1977 0.32
H -2.8011 0.1314 -0.5755 0.42
H -0.6276 -4.5606 2.2722 0.28
H 4.3914 3.1302 0.9622 0.48
H -1.9604 -1.1692 -3.3667 0.31
H 1.0322 -2.5877 -0.9948 0.28
H -0.6201 -2.9583 -0.4372 0.53
H -1.0736 -2.2196 1.7689 0.41
H -5.8038 0.8166 -0.0767 0.30
H 5.9864 1.0076 -2.4010 0.39
H 0.0452 0.7757 2.9952 0.58
H 6.1623 2.8212 -0.7543 0.39
H -2.1918 1.3527 -1.7358 0.39
H -5.0046 0.1425 -1.5218 0.23
H 4.0644 -0.5555 -2.3507 0.46
H -6.3731 1.2645 -1.7060 0.26
H -3.1770 3.1623 -0.2739 0.30
H -2.1915 -2.5770 -2.2217 0.29
H -3.9185 1.8953 0.7443 0.40
```

***

C20H22N4O4 | the ωB97M-V functional and the def2-TZVPD basis

Output
**Orbital gap**: 8.31 eV
**Electronic energy**: -35248.125 eV
**SMILES string**: COc1cccc(N2CCN(C(=O)Nc3ccc4c(c3)NC(=O)CO4)CC2)c1
**Total charge**: 0
**ΔE to the lowest compared entry with this formula, charge and spin**: 1.517 eV

Geometry as XYZ:
```
50
Properties=species:S:1:pos:R:3:mulliken_charge:R:1
O -8.2281 -2.8677 2.5012 -0.64
O 6.5826 1.5104 -2.4969 -0.40
O -6.3249 -0.2282 3.9535 -0.49
O -1.3314 2.2030 0.6137 -0.68
N -2.3503 0.2213 0.0974 0.03
N -0.5572 1.0000 -1.1426 0.05
N -6.3956 -1.8313 1.6994 -0.10
N 2.1849 0.2847 -1.2755 0.27
C -6.9689 -1.4820 4.0191 -0.33
C 1.7865 1.5689 -0.7331 -0.54
C -3.3389 0.1560 1.0793 0.27
C 0.4675 2.0041 -1.3706 -1.05
C 6.2589 -0.7067 -1.5213 -0.47
C 7.9584 1.2613 -2.6440 -0.86
C 4.4492 0.8439 -1.8509 -0.27
C -3.3440 0.9652 2.2124 -0.46
C -5.3346 -0.1258 3.0135 0.63
C -7.2913 -2.1223 2.6733 0.41
C -1.3964 1.2037 -0.0713 0.55
C 5.3492 -1.6069 -0.9945 -0.96
C -4.3498 -0.7903 0.9158 -0.78
C -4.3339 0.8209 3.1664 -0.96
C 1.1867 -0.7257 -1.0219 -0.85
C -5.3446 -0.9267 1.8688 0.50
C 4.0087 -1.2994 -0.8810 -0.64
C 5.8002 0.5333 -1.9520 0.42
C 3.5341 -0.0564 -1.3108 0.49
C -0.1403 -0.2836 -1.6621 -0.97
H 0.5935 2.1204 -2.4506 0.33
H 3.3427 -2.0224 -0.4380 0.39
H -2.4772 -0.4328 -0.6594 0.25
H 8.1451 0.4068 -3.3029 0.35
H 1.0247 -0.8870 0.0580 0.31
H 0.0088 -0.1731 -2.7416 0.29
H 7.2995 -0.9788 -1.5881 0.40
H -4.3471 1.4486 4.0422 0.43
H -4.3741 -1.4190 0.0360 0.32
H -6.5152 -2.2769 0.7992 0.20
H -6.3439 -2.2011 4.5762 0.23
H 1.4961 -1.6647 -1.4824 0.62
H 2.5573 2.3117 -0.9250 0.45
H 8.3744 2.1605 -3.0959 0.24
H 1.6377 1.4959 0.3569 0.22
H -7.8959 -1.3283 4.5749 0.29
H 4.1327 1.8046 -2.2236 0.50
H -2.5776 1.7104 2.3341 0.51
H -0.8886 -1.0573 -1.4932 0.29
H 8.4422 1.0865 -1.6774 0.35
H 0.1271 2.9419 -0.9323 0.50
H 5.7009 -2.5695 -0.6525 0.36
```

***

C20H22N4O4 | the ωB97M-V functional and the def2-TZVPD basis

Output
**Orbital gap**: 8.39 eV
**Electronic energy**: -35231.315 eV
**Total charge**: 0
**ΔE to the lowest compared entry with this formula, charge and spin**: 18.328 eV

Geometry as XYZ:
```
50
Properties=species:S:1:pos:R:3:mulliken_charge:R:1
O 4.3292 -1.2378 1.2163 -0.79
O 1.5630 -1.0270 -2.3304 -0.26
O 2.5907 0.1807 -1.1804 0.16
O 1.9507 2.0163 1.7835 -0.60
N 2.5410 -1.8565 0.2400 -0.10
N -5.8147 -0.8394 0.5834 -0.67
N 1.0168 -0.1908 1.4565 0.87
N 0.0701 -0.9920 1.0972 -1.00
C 3.6882 1.0360 -0.8244 -1.55
C -0.8730 0.8769 -0.0214 0.83
C -4.1143 -1.1587 -0.9652 0.49
C -1.6543 1.6130 -1.0493 -0.04
C 0.8735 -0.1520 -3.0715 -0.61
C -1.6637 -1.5097 -0.3640 -2.12
C -0.7203 -0.6397 0.2319 0.97
C -0.8674 3.6789 -0.6616 -1.25
C 3.0274 -1.2302 1.1341 0.72
C -4.7915 -0.5233 1.5115 -0.58
C -0.0199 3.2314 0.4504 -0.34
C 1.0460 1.2474 1.6112 -0.17
C -1.7782 2.9104 -1.0934 -0.19
C -5.4934 -1.1724 -0.6072 -0.63
C 2.1068 -0.7994 2.3087 -1.16
C 0.0925 1.8768 0.5954 0.70
C -3.1222 -1.0899 -0.1248 0.41
C -3.5179 -0.8199 1.0814 -0.15
C 3.2635 -2.0471 -1.0829 -1.07
C 2.7330 -0.8083 -1.8768 0.03
H -0.2610 -0.4989 -3.4298 0.17
H -0.8150 4.5619 -0.7601 0.88
H -2.8477 -0.5334 2.0635 0.04
H 0.6879 0.8856 -2.7357 0.26
H 1.4810 -2.0553 0.1262 0.32
H -2.5607 0.8463 -1.3769 -0.15
H -5.1526 -0.1985 2.4927 0.40
H 4.0260 1.3343 -1.6827 0.74
H -1.3376 -2.5395 0.0905 0.26
H 1.6137 0.0147 -4.0336 0.28
H 0.9163 3.7653 0.7928 0.38
H 3.4750 -0.6946 -2.6714 0.32
H 4.5015 0.5805 -0.4791 0.58
H -2.4288 3.4596 -1.9236 0.20
H 2.4579 -0.2500 3.0137 0.67
H -6.2834 -1.1990 -1.0402 0.66
H 4.3838 -2.0103 -0.8830 0.39
H 1.6119 -1.8975 2.8036 0.29
H 3.4064 2.0033 -0.3612 0.21
H -1.7145 -1.3940 -1.2817 0.76
H 3.1572 -2.9677 -1.6554 0.38
H -3.9129 -1.6721 -2.1843 0.08
```